# 1
Below is C3H3N3O2 in the gas phase at a distorted geometry, with properties calculated with the ωB97M-V functional and the def2-TZVPD basis.

Output
- SMILES = O=C1C=NN=CON1
- ΔE to the lowest compared entry with this formula, charge and spin (kcal per mole) = 154.2

Each line ends with the Löwdin charge.
Atoms and positions in Å:
H -0.71865 1.17143 1.74123  0.2267
C -0.04540 1.23356 -1.30208  -0.2367
C 0.57230 -1.32444 -0.02846  -0.0829
H 0.87089 -2.35227 0.40090  0.1338
O -0.62373 -0.94276 2.23221  0.1083
C -0.24909 -0.54729 1.16625  -0.3770
H -0.19321 2.25332 -1.74451  0.1469
N -0.70903 0.72896 0.65198  0.0253
N 0.66641 -1.13471 -1.23298  0.0624
O 0.23650 1.52025 -0.00885  -0.0854
N 0.25289 0.13956 -1.87598  0.0787

=====

# 2
Below is 2 unconnected molecules or ions with the total composition H3S3, with properties calculated with the ωB97M-V functional and the def2-TZVPD basis.

Output
- charge = -1
- ΔE to the lowest compared entry with this formula, charge and spin (kcal per mole) = 1.6

Each line ends with the Löwdin charge.
Atoms and positions in Å:
H -0.16995 1.82796 -1.90206  -0.2729
S -1.01936 0.87582 -1.47610  -0.0146
S 0.45426 -0.38562 2.38463  0.2130
H 1.74498 -0.04464 2.45482  -0.2918
S 0.43586 -0.57401 -0.99940  -0.2517
H 0.49285 -0.44236 0.90127  -0.3820

=====

# 3
Below is 2 unconnected molecules or ions with the total composition C10H17O3S at a distorted geometry, with properties calculated with the ωB97M-V functional and the def2-TZVPD basis.

Output
- charge = -1
- ΔE to the lowest compared entry with this formula, charge and spin (kcal per mole) = 44.8

Each line ends with the Löwdin charge.
Atoms and positions in Å:
H -0.25884 -3.41014 -0.84951  0.0562
H -1.66594 2.47299 -1.05854  0.1020
S -0.76405 0.11337 0.00809  0.9592
H 1.97533 -0.35217 1.98643  0.1312
C -1.03541 1.45850 -1.30606  -0.2464
H 1.25687 1.32719 0.40459  0.1391
H -0.08966 -4.57136 -2.11315  0.0773
C -1.34277 -2.89313 -3.44258  0.0069
H -1.57715 0.97550 -2.16312  0.0374
C 1.38129 1.24453 3.32689  -0.1839
H -0.16316 1.51228 -1.91336  0.0076
C 1.08980 0.29482 2.23493  -0.2331
H -1.10446 1.77207 2.15412  0.0922
C 0.70885 2.67216 2.90379  -0.1593
H 1.36072 -3.30676 -1.51026  0.1094
O 1.01259 -0.70760 -1.83071  -0.1124
O -1.95631 0.01935 0.90424  -0.5893
H 2.54597 1.40006 3.45732  0.1307
C 0.20266 -1.04254 -2.70648  -0.7985
H 0.41377 -0.43099 2.61027  0.0884
C 0.40548 1.14056 1.14320  -0.4504
H -1.85817 -2.29737 -4.21435  0.0559
C 0.24148 -3.53424 -1.80293  -0.1098
C -0.27839 -2.50851 -2.74036  -0.2899
H -1.88324 -3.85636 -3.40952  0.0506
O -0.29309 -0.36176 -3.55903  -0.0203
H -0.58332 3.07492 1.10570  0.1275
H 1.41295 3.38268 2.55107  0.0758
H 0.17535 3.18277 3.76456  0.1103
H 0.90516 0.96499 4.26862  0.0913
C -0.23433 2.26421 1.79613  -0.2557

=====

# 4
Below is 6 unconnected molecules or ions with the total composition C38H73F9N7O9 at a distorted geometry, with properties calculated with the ωB97M-V functional and the def2-TZVPD basis.

Output
- charge = +1
- energy (Eh) = -3450.2448

Each line ends with the Löwdin charge.
Atoms and positions in Å:
N 0.15000 1.87748 -0.47617  0.0423
C -6.62519 -6.60396 0.71303  -0.0814
H -7.34026 -7.49337 -1.07509  0.1459
H 0.08346 -4.59986 5.76318  0.1373
C -0.42859 0.61960 0.05472  -0.2531
H 4.94966 1.18097 -3.72244  0.1189
H 4.18004 -4.32727 -4.60758  0.0900
H -2.63363 -1.15388 -3.96038  0.1112
C 4.36973 1.49105 -1.43461  -0.1630
C -2.60578 -0.24835 -3.19356  -0.0982
H 0.71189 -6.62901 7.00008  0.0871
C 1.41435 -0.22069 1.26820  -0.2258
F -3.95829 4.20699 1.72116  0.0335
C 3.65276 8.98669 1.83618  -0.0816
H 3.06312 -1.43457 2.30082  0.0964
F -1.36953 7.65425 2.67669  0.0361
H 1.55721 0.93172 1.54455  0.1245
O -3.34660 -0.89875 4.05978  0.0058
F -1.11297 6.16372 -0.01783  0.0274
C 3.13150 -2.87219 -3.43973  -0.5432
H 2.79043 9.55103 1.47946  0.0763
O 6.07036 3.42085 -1.46633  -0.2463
C -2.32663 2.51200 -1.25326  -0.0954
F -1.72188 3.40667 1.56592  0.0513
H 2.74738 8.97256 -2.11034  0.0867
O 1.15340 -4.07404 3.70407  0.0022
C 2.85375 9.07955 -1.02685  -0.0132
O 0.67315 -0.40071 -0.01902  -0.1620
H -3.00544 1.50923 0.43922  0.1870
F -3.15893 4.85200 -1.65889  0.0413
H -0.59608 0.77058 1.22790  0.1668
H 3.85270 3.38788 -4.09734  0.1216
O 3.48625 -2.18325 -2.48556  0.0103
C 3.09445 2.67052 -3.53187  -0.1966
H -0.54486 3.84711 -0.93883  0.1551
O -6.18340 -6.44664 -2.87154  0.0219
H -0.49774 -0.67145 -2.33420  0.1283
F -4.60041 3.31930 -0.54483  0.0090
C -2.70861 4.26089 0.87104  -0.0935
C 0.66736 1.58485 -3.46864  -0.2169
H 2.08967 -4.02202 -5.65739  0.0804
H 1.27271 0.98297 -2.67280  0.0981
H -3.30210 -0.49039 1.25290  0.1506
C 4.04728 8.29367 -0.56135  -0.5516
O -1.67199 -1.86696 1.19865  -0.1088
H 5.16204 7.75135 1.00206  0.1397
H -3.64627 -3.93098 3.51492  0.0940
C -3.42800 -2.04351 4.50001  -0.5318
H -0.83251 -6.84935 6.14127  0.0822
H -3.74600 0.94377 -0.95413  0.1954
H 3.70054 2.28385 -0.87253  0.1091
H -4.53145 -4.67843 -2.16857  0.0821
C 1.07200 -5.21880 4.14430  -0.5514
H 3.32467 8.23754 2.56091  0.0809
H -1.84609 -1.85696 -1.77704  0.1158
H -7.61929 -6.31957 1.06655  0.0839
H -6.34094 -7.55506 1.16984  0.0844
H -4.23425 -5.53784 -0.64533  0.0686
N -2.80277 1.26243 -0.57667  0.1025
H -5.90464 -5.83495 0.99371  0.0728
H -0.22673 -3.21644 -1.24495  0.0859
C -3.16233 3.77903 -0.61617  -0.1154
H 2.13612 1.45481 -5.34565  0.1122
H 0.66661 -7.54352 5.46977  0.0791
C -5.99615 -6.15421 -1.69241  -0.5486
C -2.85252 -3.22308 3.76772  0.0046
H 6.34673 1.57711 -0.23465  0.1228
H -3.32035 -1.71606 -0.17782  0.1618
H 0.85373 -7.10627 3.15921  0.0870
H 0.79442 -0.66746 2.18531  0.1402
H 0.61519 -3.04812 -5.41737  0.0795
N -4.05664 -2.26928 5.68848  0.0023
H 2.11521 -6.05774 2.48361  0.0847
H -2.13049 0.71101 -3.68514  0.0644
H 3.70067 0.02637 1.29529  0.0782
H 2.41119 -6.88402 4.02519  0.0891
C 1.64748 -6.39836 3.41201  -0.0105
H 1.41308 3.22256 -4.97261  0.1119
N 0.44336 -5.44457 5.33276  -0.0027
H 3.34052 0.38107 -3.14093  0.0793
N 4.34448 8.30421 0.76912  -0.0029
C -5.00943 -5.09869 -1.27883  -0.0260
H 1.94577 8.69885 -0.55172  0.0781
H 4.34913 -4.52217 -2.85242  0.0890
C 0.24266 -6.70000 6.01576  -0.0771
H 0.77988 -3.01496 0.36685  0.1016
H -1.06864 3.04603 -3.68222  0.1216
H 2.82259 -4.98139 -3.63062  0.0861
H 0.51760 3.80991 -3.01408  0.1279
O -2.52694 -4.16555 0.66395  -0.0039
C -0.70816 2.73088 -1.34272  -0.2023
C 3.64952 -4.26671 -3.65366  -0.0079
O 4.75031 7.65218 -1.33928  0.0187
H 4.23743 0.46900 -0.85658  0.0899
H -2.38479 -2.88246 2.83933  0.0415
H -4.41654 -1.42458 6.11889  0.1449
H 2.98971 10.13946 -0.79627  0.0880
F -0.04660 5.67928 2.48710  0.0227
C 1.81838 2.20976 -4.51016  -0.1900
H 1.96134 -2.39947 -6.38609  0.0867
H -3.74388 -0.07614 -2.88048  0.0967
N -6.69657 -6.79723 -0.71541  -0.0012
H 2.72514 3.29641 -2.58862  0.1068
C -1.63110 -0.69620 -1.95952  -0.1377
C -4.25734 -3.52472 6.37147  -0.0778
H -3.83339 -4.36823 5.82549  0.0751
H 6.07451 3.49497 0.76807  0.0915
H -2.70504 2.43491 -2.38458  0.1728
N 2.24078 -2.37201 -4.34254  0.0019
C -1.58032 -3.22439 0.63975  -0.2696
C -2.16992 5.80853 0.98707  -0.0797
H 0.66241 2.45828 0.22783  0.1374
H 0.03571 -4.75683 -0.19003  0.1046
C 4.00977 1.36491 -3.04684  -0.1802
H 5.51262 5.04499 -0.14771  0.0885
C -0.19331 2.85405 -2.93030  -0.1258
H -2.08881 -3.70873 4.38090  0.0811
H 7.34894 4.62197 -0.11253  0.1036
C -0.13970 -3.59521 -0.12494  0.0153
H -5.52336 -4.29193 -0.74958  0.0821
F -3.26903 6.80947 0.82186  0.0526
H -3.78811 -3.45372 7.35579  0.0853
C 1.70261 -3.01190 -5.51888  -0.0766
H 6.53745 1.44340 -2.16036  0.1314
C 2.91825 -0.87314 1.26241  -0.0858
C -1.84818 0.09735 -0.54680  -0.2269
C -2.60256 -1.00914 0.46117  -0.0757
C -1.47745 6.16205 2.46374  -0.1222
C 5.94638 1.96699 -1.27344  -0.2175
H 4.35990 9.66608 2.31831  0.0857
H 0.03155 0.84175 -4.15327  0.1035
H 1.93986 -1.42761 -4.12840  0.1186
H 3.16739 -1.54655 0.33835  0.0829
H -5.33251 -3.67406 6.49699  0.0863
F -2.24715 5.64927 3.61864  0.0623
C 6.27703 4.13562 -0.19211  -0.1230

=====

# 5
Below is a molecular structure, C51H49FeN7O5S2 at a distorted geometry, with properties calculated with the ωB97M-V functional and the def2-TZVPD basis.

Output
- charge = -1
- multiplicity = 6
- ΔE to the lowest compared entry with this formula, charge and spin (kcal per mole) = 32.6
- <S²> = 8.7634

Each line ends with the Mulliken spin population.
Atoms and positions in Å:
C -1.15143 -4.33367 -2.11143  0.0031
C -4.07697 -2.96279 3.49105  -0.0003
C 1.01304 -5.84533 1.43046  -0.0002
C -1.84219 -3.72196 -1.06642  0.0168
O -1.76383 -2.30406 3.49177  -0.0004
H -4.16834 -2.68983 4.54498  0.0000
C 2.31488 -5.37462 1.30698  -0.0003
H 1.63238 -2.39141 -0.14876  0.0076
H -1.18069 -4.83816 3.71089  -0.0001
C -4.62397 0.97470 1.14841  -0.0014
H 3.14893 -5.97714 1.64717  0.0001
C -4.67170 0.81353 3.54058  0.0003
C -3.35473 0.37383 3.53353  -0.0047
H 2.96777 4.30572 -2.87051  0.0003
N -1.30377 4.20186 0.07263  0.0035
H -3.75033 -5.35748 -4.03168  0.0003
C -0.59151 3.99330 -4.33978  0.0005
C 1.47531 5.20751 -4.13446  0.0008
H 0.32988 -1.53011 4.34010  -0.0008
C -5.31188 1.11905 2.34599  -0.0002
H -3.79925 -3.26385 -0.30372  0.0000
N 4.49699 0.63455 -1.08561  0.0273
H -5.11090 1.19715 0.20568  0.0000
C -0.44965 0.30862 3.54756  0.0156
H 2.40699 -2.03483 -4.70140  0.0003
H -2.86634 0.12636 4.46848  0.0002
C 0.99505 0.15328 5.47953  -0.0018
C -3.23178 -3.72091 -1.10412  -0.0007
C -3.91479 -4.31260 -2.16169  -0.0024
S 2.24363 0.19742 0.16406  0.1394
C -3.21773 -4.91340 -3.19876  0.0040
N 0.27003 -0.40912 -2.67944  0.0425
H -1.06461 -5.45461 1.07267  0.0003
H -0.69866 2.13363 -3.24164  0.0035
N 5.35933 1.38959 -1.87800  0.0041
C 0.18955 5.09154 -4.66097  -0.0012
H 1.05867 2.16040 0.80492  0.0033
C 1.46198 -3.35849 0.30034  -0.0154
N 1.60224 2.07650 -2.07611  -0.0289
H 2.09604 6.05711 -4.39160  0.0001
H -1.58334 3.88340 -4.76164  0.0003
C 3.26437 0.98331 -1.02562  -0.0105
H 2.29985 -0.78853 -2.57877  -0.0058
C -0.05549 -5.07330 0.99806  -0.0024
C 1.40459 -0.93675 -3.17342  0.0164
H -1.85269 -1.47631 -5.04339  -0.0014
H 7.07265 2.62894 -3.37184  0.0000
H -2.66890 -1.84233 0.75746  0.0039
C 0.22464 2.30108 4.75344  -0.0016
C 1.17144 3.13864 -2.95333  0.0056
C -0.56729 3.05911 0.04368  -0.0102
H 6.04995 0.81268 -2.31831  0.0001
C 0.29219 -0.45375 4.43971  0.0018
H -2.30299 -4.41437 5.02461  0.0001
O -0.96833 2.07269 -0.57989  0.0112
H 7.80214 4.96966 -3.16691  -0.0001
H -1.26759 -5.38549 -3.97249  0.0000
C -0.90200 -1.31574 -4.55492  -0.0039
N 0.62872 3.07493 0.69305  -0.0001
H 0.82974 -6.82292 1.86124  0.0001
H 0.19218 3.37922 4.86937  0.0001
C 5.15837 3.55467 -0.73696  -0.0001
H 5.15906 5.49230 0.15307  -0.0001
C -0.78737 5.47687 0.51869  0.0007
C 1.97132 4.23235 -3.28833  -0.0001
H -0.09204 -2.08036 2.27806  0.0021
H -2.77677 0.44575 0.20109  -0.0100
C 6.65593 3.26097 -2.59466  0.0014
H -4.75030 -3.79329 3.26977  0.0000
C -1.14764 -1.79727 2.30460  0.0024
C -1.90140 -2.50020 1.16663  -0.0159
O -2.50681 -3.62528 1.80216  0.0004
C 5.69282 2.72603 -1.72972  -0.0006
H 0.80762 3.74823 1.41614  0.0013
Fe -0.04563 0.02964 -0.58622  4.5223
H 0.25896 -2.40323 -5.97490  -0.0003
C -2.21812 -4.60445 3.95319  -0.0001
C -0.90180 -0.57711 -3.34265  -0.0057
H -1.51678 6.24707 0.28357  0.0001
C -1.19511 -0.25236 2.31792  -0.0260
H 6.84156 6.43493 -1.40557  0.0001
C -2.64703 -3.37208 3.18153  -0.0004
H -1.05963 2.28994 3.03579  0.0001
C 6.52687 5.40316 -1.49495  0.0012
H -6.33830 1.46725 2.34966  0.0000
H -5.19919 0.91575 4.48206  0.0000
H -0.06704 -4.32739 -2.10142  -0.0010
H -0.19413 5.85659 -5.32515  -0.0001
H -4.35775 -2.10198 2.88202  0.0001
O -0.51624 0.22799 1.20973  0.0858
N 2.82078 2.02548 -1.91419  0.0068
H 0.15620 5.73229 0.02950  0.0000
C -1.02435 -2.93467 -0.02228  -0.0098
C 0.26449 -1.83354 -5.05127  -0.0004
H 1.51367 1.99533 6.45226  0.0002
H -2.08525 4.17898 -0.55974  0.0004
C 0.96629 1.52777 5.64273  0.0025
O -0.61347 -1.79130 -0.67554  0.1274
C 5.58016 4.87111 -0.62870  -0.0010
C 2.53566 -4.13189 0.73207  -0.0005
H -4.99825 -4.28963 -2.17672  0.0000
C -1.82766 -4.92404 -3.16678  -0.0028
C 0.15610 -3.80682 0.44744  0.0126
C 1.46387 -1.63929 -4.34817  0.0021
H 3.54426 -3.75235 0.61462  -0.0006
C -2.65289 0.23629 2.33675  0.0290
C 7.06149 4.57996 -2.47823  -0.0007
H -0.63639 5.49003 1.60093  0.0000
S -2.32132 0.07741 -2.64763  0.0677
C -0.47148 1.69334 3.72325  0.0077
C -0.10470 3.01314 -3.48187  -0.0043
C -3.30310 0.54128 1.14370  -0.0148
H 1.56773 -0.46136 6.16385  0.0000
H 4.42417 3.16517 -0.04689  0.0017
H -2.85085 -5.45263 3.68400  0.0001

=====

# 6
Below is 14 unconnected molecules or ions with the total composition H28O14 at a distorted geometry, with properties calculated with the ωB97M-V functional and the def2-TZVPD basis.

Output
- ΔE to the lowest compared entry with this formula, charge and spin (kcal per mole) = 210.6

Each line ends with the Löwdin charge.
Atoms and positions in Å:
O -0.26992 -0.97576 3.24838  -0.0394
H 3.38625 -1.82610 1.19134  0.0271
O -2.22906 0.86509 3.64400  -0.0548
H -1.13408 2.60009 -1.33280  0.0213
H 3.74910 0.09868 -1.69534  0.0199
H 2.02893 -2.28983 -1.51779  0.0220
H -2.32311 2.07395 -0.15240  -0.0151
H -2.43378 -4.34192 -3.23546  0.0352
O 4.06108 -1.16967 1.23324  -0.1291
H -2.82694 -3.09047 -2.42101  0.0252
O -2.89788 1.59971 -2.76481  -0.0457
H -0.56095 3.81917 -0.66687  0.0854
O 3.39899 0.08072 2.50494  -0.1205
H -0.61281 -2.46913 -1.96367  0.0226
O -3.03529 -4.04024 -2.54554  -0.0656
O -4.24723 -1.04191 2.04155  -0.0420
H -3.58706 -1.51238 1.46982  0.0609
H -0.62404 -1.87809 -0.54730  0.0026
O -1.40291 3.30495 -0.73868  -0.0941
O 3.28452 0.54816 -1.00842  -0.0716
H -2.12964 1.77610 3.89594  0.0329
H 3.20339 -2.84247 -0.66099  -0.0042
H -5.01219 -0.75355 1.62953  -0.0131
O 2.87239 3.65629 -2.14558  -0.0634
H -2.28204 0.84556 -2.63551  0.0437
H -0.40495 -0.45972 2.45915  -0.0033
H 0.28149 -0.17214 -1.22142  0.0814
H 3.53489 1.52355 -0.88490  0.0634
O 2.48685 -3.10626 -1.22772  -0.0616
H 3.92316 0.92739 2.31884  0.0899
H -0.00936 0.20905 0.07025  0.0163
H 3.91201 -0.48725 3.06948  0.0258
H -1.49986 0.77381 3.01446  0.0031
O 0.34579 -0.55069 -0.31712  -0.0300
H -1.15346 -1.32342 3.42156  0.0445
H 4.85027 -1.54930 1.78127  0.1152
H 2.28101 4.07637 -2.71493  -0.0086
H -2.91505 1.65450 -3.72349  0.0460
O -2.61954 2.51705 0.64949  -0.1105
H -3.53148 2.11517 0.78996  0.0811
O -0.29161 -2.62729 -1.06920  -0.0753
H 2.43416 3.44221 -1.24223  0.0826